# 1
50
Properties=species:S:1:pos:R:3 method="wB97M-V/def2-TZVPD" total_charge=-1 spin_multiplicity=1 e_lumo_ev=2.58 homo_lumo_gap_ha=0.3451 total_energy_ev=-42112.042
C 2.19607 2.38877 0.14322
C 1.60686 1.47636 1.19059
S 1.96787 2.16083 2.91880
H 3.26393 2.24511 -0.01781
H 2.05542 3.52547 0.30433
H 1.78217 2.22588 -0.88478
H 1.97601 0.42931 1.13240
H 0.47476 1.35381 1.00339
H 0.75835 -1.19649 -3.88522
H -0.51241 -0.25147 -3.86629
O 0.42715 -0.42542 -4.20672
H 0.95108 1.52088 3.59739
H -2.21490 -0.46441 3.60836
O -1.54010 0.17436 3.23122
H 0.66026 -1.30706 -1.09192
H -0.73038 -0.97703 -1.79494
O 0.11739 -1.40815 -1.88653
H -1.77139 0.60093 -0.98410
H -1.44722 1.66294 -1.93622
O -1.90325 0.86791 -1.88231
H -0.49076 -3.07978 -1.28212
H -1.92633 -3.48972 -1.45146
O -1.08661 -3.74236 -1.05647
H -1.97113 1.44497 0.80439
H -1.02612 2.54261 1.39913
O -1.85043 2.49267 0.80664
H -3.01603 -0.12895 0.93747
H -1.69266 0.07916 2.24682
O -2.17262 -0.10752 0.57016
H 1.27502 1.25603 -3.17957
H 0.86422 2.81332 -2.79735
O 1.55662 2.19160 -2.99018
H 0.33901 -1.13454 2.68907
H 0.86418 -0.40388 4.00208
O 1.06140 -1.06466 3.32366
H -1.38217 -1.55975 0.82166
H -0.87061 -3.02898 0.47202
O -0.89382 -2.34619 1.17902
H 2.36950 -1.98645 1.42530
H 0.82396 -1.98692 1.51640
O 1.58022 -2.23853 0.87311
H -2.92726 -1.48704 -0.64268
H -3.39338 -1.15810 -1.91108
O -3.37333 -1.88807 -1.30938
H 1.89951 -3.59693 -1.56966
H 2.19649 -2.30832 -0.72157
O 2.34608 -2.72890 -1.62501
H -1.32142 3.12148 -0.77406
H 0.24843 3.20177 -0.75027
O -0.57016 3.19302 -1.41756

# 2
111
Properties=species:S:1:pos:R:3 method="wB97M-V/def2-TZVPD" total_charge=-1 spin_multiplicity=1 e_lumo_ev=1.59 homo_lumo_gap_ha=0.3456 total_energy_ev=-151954.915
P 0.52010 1.17523 -0.75829
F -0.32508 0.52515 -1.96063
F 0.74931 -0.30139 -0.02225
F 1.92890 1.01619 -1.52816
F 1.24047 1.94799 0.53088
F 0.28158 2.68576 -1.43304
F -0.84784 1.28295 0.18028
O -2.03447 -5.55359 -1.48654
C -1.87694 -4.43036 -1.86815
O -0.83155 -3.63743 -1.51671
C -0.94760 -2.28839 -1.97276
C -2.25208 -2.20698 -2.82991
C -2.87622 -3.61067 -2.64576
H -0.01666 -1.99109 -2.45552
H -1.10131 -1.67156 -1.08733
H -1.92845 -2.15064 -3.86923
H -2.90082 -1.39759 -2.49506
H -2.85816 -4.09546 -3.62185
H -3.90903 -3.73922 -2.32193
O -6.38196 -0.61322 -2.07113
C -5.93259 -0.36587 -0.97655
O -4.60645 0.11015 -0.84056
C -4.21929 0.03262 0.57719
C -5.53462 -0.01633 1.47212
C -6.53087 -0.59955 0.40902
H -3.68943 0.92811 0.90191
H -3.62340 -0.86775 0.72671
H -5.92762 0.94893 1.79137
H -5.55338 -0.60036 2.39226
H -7.47223 -0.05310 0.46669
H -6.70343 -1.65791 0.60444
O 0.12416 -1.18672 -5.74730
C 0.10661 -0.02553 -5.33932
O -1.03589 0.70676 -5.45969
C -1.00665 1.89044 -4.68487
C 0.54296 2.08349 -4.59729
C 1.26052 0.78277 -4.79789
H -1.47675 1.66530 -3.72758
H -1.31801 2.80309 -5.19303
H 0.73541 2.39540 -3.57075
H 0.85982 2.79470 -5.36010
H 1.45740 0.29442 -3.84350
H 2.08716 0.73062 -5.50645
O 2.19661 -2.99215 -5.05816
C 2.98437 -3.03591 -4.11189
O 4.19475 -3.65249 -4.29735
C 5.07092 -3.50463 -3.22193
C 4.20922 -2.92561 -2.03533
C 2.90200 -2.48825 -2.71103
H 5.72734 -2.70021 -3.55378
H 5.59995 -4.43919 -3.03534
H 4.68943 -2.09069 -1.52502
H 3.95970 -3.71010 -1.32091
H 2.74526 -1.41093 -2.65699
H 2.12031 -3.01456 -2.16326
O 2.63350 -3.63562 3.80865
C 1.92857 -3.79355 2.78034
O 0.58644 -3.57503 2.78808
C -0.06212 -3.78753 1.49750
C 1.17976 -3.78317 0.57425
C 2.41968 -4.20175 1.42246
H -0.79969 -3.05531 1.16894
H -0.46132 -4.77987 1.70731
H 1.36110 -2.85552 0.03142
H 1.02685 -4.49396 -0.23784
H 3.33764 -3.72409 1.08000
H 2.51065 -5.28653 1.47796
C 3.19638 5.26270 2.61543
C 1.92924 4.36954 2.45236
O 0.84794 5.15347 3.03180
S 1.30447 6.49147 3.93208
O 0.89472 6.59690 5.28294
O 1.23341 7.71125 3.14164
O 2.89495 5.92521 3.81706
H 3.35364 6.00199 1.83005
H 4.13844 4.71778 2.67620
H 1.89608 3.39449 2.93845
H 1.83500 4.19230 1.38101
C -1.51421 -0.00340 3.17184
C -1.27171 0.01540 4.72540
O -1.76168 -1.26811 5.11715
S -3.03485 -1.77543 4.17178
O -4.19915 -0.98448 4.53645
O -3.15464 -3.22855 4.06474
O -2.29422 -1.09283 2.82190
H -0.54164 -0.21025 2.72528
H -1.98258 0.88857 2.75574
H -1.93509 0.73299 5.20819
H -0.23254 0.11885 5.03769
C 4.20292 -0.15363 0.73218
C 3.69716 -0.19841 2.19261
O 4.90978 -0.16437 2.96559
S 6.07027 -1.11633 2.24855
O 5.74003 -2.55105 2.42447
O 7.45879 -0.66462 2.41695
O 5.54375 -0.67315 0.74258
H 4.46649 0.89115 0.56765
H 3.56042 -0.64975 0.00475
H 3.17683 -1.15439 2.25146
H 3.08342 0.64759 2.50197
C -3.03338 3.53855 0.46483
C -2.02821 4.42359 1.20748
O -2.70315 5.59978 1.49320
S -3.61268 6.05775 0.20358
O -2.71900 6.52688 -0.88853
O -4.74721 6.84240 0.67996
O -4.01621 4.43583 -0.04390
H -3.66099 2.98969 1.16694
H -2.47493 2.98156 -0.28751
H -1.16862 4.64754 0.57578
H -1.58433 3.93101 2.07260

# 3
75
Properties=species:S:1:pos:R:3 method="wB97M-V/def2-TZVPD" total_charge=+1 spin_multiplicity=3 e_lumo_ev="-2.22 / -4.61" homo_lumo_gap_ha="0.3019 / 0.2514" s2=2.046 total_energy_ev=-68547.799
Pd -0.04164 0.37319 -0.31370
C -1.97082 2.57159 -2.05498
Si -2.05985 2.74363 -0.20216
C -3.03382 1.35405 0.56168
C -2.90178 4.35838 0.19493
N -0.39229 2.49981 0.38971
C 0.38316 3.23459 1.16800
C 0.03067 4.54503 1.63389
C 0.86950 5.28249 2.42768
C 2.10693 4.76563 2.82439
C 2.49932 3.49252 2.41621
C 1.66073 2.76521 1.61706
F 2.04928 1.53227 1.26206
H -2.84335 3.03868 -2.51789
H -1.96094 1.52341 -2.35630
H -1.08060 3.05824 -2.45791
H -4.05322 1.37099 0.16635
H -3.09623 1.46236 1.64683
H -2.61458 0.36587 0.34768
H -3.90083 4.31308 -0.24698
H -2.39596 5.22313 -0.23870
H -3.03350 4.52147 1.26602
H -0.91970 4.95491 1.33006
H 0.57123 6.27082 2.74901
H 2.76159 5.35071 3.45516
H 3.44543 3.06458 2.71771
C 2.68641 -3.04599 -0.59371
C 1.78326 -2.73257 0.60265
C 2.48902 -1.68747 1.47488
C 1.54835 -3.98903 1.44323
P 0.18290 -1.95610 0.01430
C -0.87853 -1.98590 1.51829
C -0.69924 -0.92795 2.41687
C -1.44615 -0.83705 3.58218
C -2.40255 -1.79932 3.86732
C -2.59721 -2.85240 2.98535
C -1.83853 -2.94909 1.82803
C -0.63604 -2.97037 -1.33489
C -0.66394 -4.49341 -1.16015
C -2.07200 -2.45229 -1.47668
C 0.10155 -2.65189 -2.64461
H 3.68363 -3.29442 -0.22378
H 2.78359 -2.19030 -1.26599
H 2.32956 -3.90185 -1.16430
H 3.43700 -2.10550 1.82137
H 1.90337 -1.42733 2.35613
H 2.70307 -0.77612 0.91435
H 2.51914 -4.38651 1.74986
H 1.02728 -4.77368 0.89974
H 0.98160 -3.76296 2.34679
H 0.04130 -0.16046 2.20568
H -1.28143 -0.01225 4.26348
H -2.99252 -1.73223 4.77160
H -3.34011 -3.60893 3.20141
H -2.00742 -3.78635 1.16980
H -1.16543 -4.81925 -0.25265
H 0.33709 -4.92236 -1.16811
H -1.20273 -4.92730 -2.00646
H -2.69245 -2.71335 -0.62082
H -2.51098 -2.91259 -2.36483
H -2.13489 -1.36922 -1.60721
H 1.06756 -3.14640 -2.71132
H 0.26147 -1.58085 -2.76407
H -0.50403 -3.00288 -3.48352
Cl 4.39708 3.09761 -2.60005
C 2.93417 2.25152 -2.94076
C 2.39819 2.23676 -4.21581
C 1.22659 1.52804 -4.41844
C 0.63627 0.88206 -3.34768
N 1.14877 0.91143 -2.11362
C 2.28837 1.57823 -1.91833
H 2.89129 2.75941 -5.02392
H 0.77263 1.47554 -5.39776
H -0.27443 0.31431 -3.47921
H 2.70137 1.57239 -0.92043

# 4
162
Properties=species:S:1:pos:R:3 method="wB97M-V/def2-TZVPD" smiles="CCOS(C)(=O)=O.CCOS(C)(=O)=O.c1ccccc1.c1ccccc1.c1ccccc1.c1ccccc1.c1ccccc1.c1ccccc1.CCCCCC.CCCCCC.CCCCCC" spin_multiplicity=1 e_lumo_ev=0.19 homo_lumo_gap_ha=0.3444 total_energy_ev=-97695.392
C -8.58133 2.44919 2.20933
C -7.31552 2.68486 1.33224
O -6.95593 4.04122 1.42529
S -5.42567 4.47721 0.98327
C -4.41495 3.64217 2.27814
O -5.12240 3.90653 -0.32483
O -5.23049 5.87900 1.26711
H -9.46512 2.94072 1.80261
H -8.45808 2.86904 3.20765
H -8.80043 1.39815 2.39751
H -6.48916 2.00367 1.53525
H -7.50648 2.50023 0.27511
H -4.68512 2.59513 2.41530
H -4.69445 4.13265 3.21056
H -3.34914 3.73259 2.06846
C 0.29084 -8.21408 -2.03897
C -0.56920 -8.31571 -0.83478
O -1.31438 -7.07891 -0.58673
S -2.23194 -7.01047 0.79949
C -3.59123 -8.20381 0.28813
O -1.48545 -7.59680 1.91368
O -2.79306 -5.65612 0.83886
H 0.10846 -8.97537 -2.79744
H 1.35272 -8.30638 -1.81097
H 0.34143 -7.23754 -2.52055
H -1.33824 -9.08294 -0.92449
H -0.01798 -8.66060 0.04003
H -3.99431 -7.91568 -0.68275
H -4.28761 -8.13897 1.12417
H -3.21781 -9.22733 0.32080
C 0.09286 5.93283 -7.35200
C 1.27454 6.37672 -6.70396
C 1.24170 6.62136 -5.31295
C 0.08177 6.36796 -4.57634
C -1.10863 6.02310 -5.25707
C -1.08674 5.82609 -6.62053
H 0.05908 5.82209 -8.42576
H 2.20819 6.51008 -7.23019
H 2.10256 6.89721 -4.72197
H -0.01861 6.54269 -3.51530
H -1.96341 5.79162 -4.63887
H -2.00179 5.64092 -7.16348
C -0.26974 1.53235 -0.60536
C 0.68007 2.22616 0.11501
C 1.26378 1.67999 1.25704
C 0.91967 0.41637 1.72470
C -0.12667 -0.18086 1.06002
C -0.66572 0.31464 -0.08145
H -0.68321 2.09036 -1.43243
H 1.03222 3.13714 -0.34598
H 2.00474 2.30409 1.73439
H 1.45538 -0.04013 2.54387
H -0.51568 -1.09433 1.48503
H -1.42465 -0.24914 -0.60350
C 5.66515 -6.49498 1.75280
C 5.57812 -6.03455 0.49952
C 4.37534 -5.59600 -0.03120
C 3.28145 -5.48457 0.79540
C 3.36751 -5.86448 2.12814
C 4.55985 -6.45487 2.57162
H 6.57681 -6.85807 2.20384
H 6.46309 -6.11409 -0.11439
H 4.30004 -5.20649 -1.03569
H 2.37195 -4.97660 0.51048
H 2.55676 -5.69383 2.82093
H 4.49717 -6.86167 3.57011
C 8.17248 2.02820 -1.04215
C 6.82673 1.94491 -1.32087
C 6.27505 0.70328 -1.52998
C 7.02509 -0.46158 -1.29939
C 8.34600 -0.34133 -1.03069
C 8.94711 0.91205 -0.90624
H 8.56048 3.01779 -0.85089
H 6.16398 2.79738 -1.29917
H 5.23182 0.52167 -1.74227
H 6.52922 -1.41747 -1.38174
H 8.93757 -1.21381 -0.79566
H 9.94789 0.92282 -0.50038
C 6.44057 -1.72718 5.25400
C 6.21697 -0.53475 4.55334
C 5.41248 0.50594 5.07039
C 4.63356 0.23427 6.20113
C 4.68728 -1.02506 6.76508
C 5.60847 -2.01411 6.34145
H 7.20205 -2.38473 4.86134
H 6.75741 -0.31984 3.64331
H 5.55462 1.45398 4.57297
H 3.91232 0.88710 6.67019
H 4.08306 -1.16657 7.64899
H 5.69151 -2.98955 6.79754
C -5.93704 1.44575 7.31549
C -5.77275 0.46070 6.39195
C -4.48903 -0.03547 6.02325
C -3.33628 0.58910 6.51692
C -3.48437 1.50567 7.52212
C -4.74359 1.86940 7.99611
H -6.88986 1.83608 7.64134
H -6.66629 0.10756 5.89871
H -4.29913 -0.71542 5.20593
H -2.31273 0.39406 6.23285
H -2.69020 2.11495 7.92766
H -4.82968 2.67865 8.70611
C 0.93293 -1.90593 -4.72980
C 1.61311 -2.28088 -6.00043
C 2.70347 -1.24288 -6.40287
C 2.16999 -0.00589 -7.13206
C 3.15903 1.04040 -7.53599
C 4.02016 1.64562 -6.40261
H 1.76187 -1.71031 -4.04958
H 0.25081 -2.70317 -4.43450
H 0.44583 -0.94187 -4.87618
H 2.09789 -3.25555 -5.94460
H 0.95528 -2.37366 -6.86457
H 3.44168 -1.72824 -7.04129
H 3.30287 -0.97931 -5.53146
H 1.62716 -0.13936 -8.06780
H 1.42792 0.43648 -6.46744
H 3.76524 0.63526 -8.34621
H 2.60739 1.88178 -7.95537
H 3.40736 2.03557 -5.58989
H 4.56179 0.82877 -5.92567
H 4.74076 2.33047 -6.84963
C 1.54589 5.87717 7.80113
C 1.03384 5.92902 6.35068
C 1.25127 7.34139 5.72614
C 0.69456 7.46960 4.28427
C 0.98526 8.82086 3.54153
C 0.25202 8.92148 2.16155
H 1.36226 4.87732 8.19442
H 1.07553 6.60209 8.46547
H 2.62758 6.01075 7.78707
H 1.58139 5.23777 5.71000
H -0.01761 5.64728 6.29436
H 2.33443 7.46218 5.70940
H 0.78717 8.21816 6.17778
H 1.20826 6.69987 3.70831
H -0.37954 7.28499 4.30218
H 0.57492 9.59023 4.19559
H 2.05182 9.03876 3.48625
H -0.79040 8.73511 2.41989
H 0.20802 9.88714 1.65791
H 0.66653 8.25334 1.40666
C -7.04135 -3.40132 -1.61912
C -6.80442 -3.66629 -3.14727
C -5.37616 -4.23550 -3.48535
C -5.38407 -5.16140 -4.72805
C -3.98406 -5.61380 -5.19657
C -3.97922 -6.55095 -6.37595
H -6.72901 -2.43076 -1.23371
H -6.54249 -4.20863 -1.08293
H -8.11339 -3.48322 -1.43990
H -7.52577 -4.42153 -3.45928
H -6.96338 -2.73548 -3.69172
H -5.05545 -4.84421 -2.63994
H -4.60529 -3.46506 -3.46887
H -5.96512 -6.05414 -4.49677
H -5.87714 -4.76639 -5.61629
H -3.25042 -4.83624 -5.40935
H -3.53559 -6.15915 -4.36617
H -4.53096 -6.24294 -7.26411
H -2.96964 -6.76730 -6.72530
H -4.42842 -7.49270 -6.06064